The following is a quantum chemistry calculation of a structure of composition C18H18F5O7RhS4, from OMol25.

Each line ends with the Löwdin charge.
Atoms and positions in Å:
Rh -0.59 -0.23 0.29  0.7998
F 6.21 -0.01 0.65  0.1476
C 4.96 -0.45 0.49  -0.1203
C 4.28 -0.15 -0.68  -0.1335
F 4.87 0.56 -1.63  0.1424
C 2.98 -0.61 -0.83  -0.2487
F 2.34 -0.30 -1.95  0.1115
C 2.36 -1.37 0.15  -0.4687
S 0.71 -1.95 -0.05  0.8177
C 3.07 -1.65 1.31  -0.2312
F 2.51 -2.36 2.28  0.1033
C 4.36 -1.19 1.49  -0.1337
F 5.03 -1.47 2.60  0.1333
O 1.77 3.02 -0.45  -0.2631
S 0.64 2.31 0.07  0.5229
O 1.06 0.99 0.71  -0.4246
O -0.46 1.99 -0.82  -0.3307
C -0.01 3.29 1.41  -0.2134
C 0.64 4.49 1.64  -0.0427
C 0.22 5.34 2.66  -0.0505
C -0.86 4.99 3.45  -0.0527
C -1.51 3.79 3.23  -0.0458
C -1.11 2.93 2.22  -0.2167
S -2.09 1.45 2.05  0.5352
O -2.97 1.39 3.17  -0.2578
O -1.09 0.28 2.12  -0.4367
O -2.64 1.41 0.71  -0.3024
H 1.48 4.75 1.02  0.1127
H 0.74 6.28 2.82  0.1120
H -1.19 5.65 4.24  0.1116
H -2.35 3.50 3.85  0.1121
C -5.44 -2.28 1.54  -0.0896
C -4.12 -3.05 1.63  -0.2626
C -2.89 -2.15 1.58  -0.3067
S -2.47 -1.56 -0.06  0.7984
O -3.62 -0.94 -0.71  -0.4056
C -2.10 -3.11 -0.94  -0.3387
C -3.23 -3.51 -1.89  -0.2817
C -3.18 -2.77 -3.21  -0.0961
H -6.28 -2.95 1.70  0.0758
H -5.55 -1.79 0.57  0.0652
H -5.48 -1.50 2.30  0.0842
H -4.07 -3.81 0.86  0.0956
H -4.08 -3.58 2.58  0.1156
H -1.98 -2.66 1.91  0.1035
H -3.01 -1.26 2.19  0.0798
H -1.92 -3.86 -0.16  0.0952
H -1.17 -2.96 -1.49  0.0370
H -4.20 -3.36 -1.41  0.0987
H -3.13 -4.58 -2.06  0.1164
H -3.28 -1.69 -3.07  0.0695
H -3.98 -3.10 -3.87  0.0777
H -2.23 -2.95 -3.72  0.0793

Computed properties:
HOMO-LUMO gap ... 7.18 eV
F_max ... 0.0107 hartree/bohr
Total energy ... -3425.942047 Eh
LUMO energy ... -2.44 eV
Energy relative to the best compared isomer or geometry (same formula, charge and spin) ... 48.4 kJ/mol
2S+1 ... 1


The following is a quantum chemistry calculation of a structure of composition C14H32GaN4O3, from OMol25.

Each line ends with the Löwdin charge.
Atoms and positions in Å:
Ga 0.42 -0.42 -0.31  0.5578
C -2.34 3.94 -1.19  0.0408
N -1.88 2.60 -1.61  -0.0714
C -2.45 2.10 -2.88  0.0518
C -1.07 1.88 -0.90  -0.3050
O -0.69 0.71 -1.29  0.0437
C -0.49 2.42 0.40  -0.0215
O 0.33 1.41 0.99  -0.1522
C 0.04 1.04 2.35  -0.0242
C -0.61 -0.33 2.32  -0.3055
O -0.46 -1.02 1.25  0.0342
N -1.26 -0.78 3.34  -0.0652
C -1.89 -2.12 3.32  0.0501
C -1.37 0.00 4.60  0.0408
H -3.30 3.86 -0.69  0.1248
H -2.46 4.55 -2.08  0.1197
H -1.62 4.43 -0.54  0.0998
H -3.53 2.26 -2.86  0.1203
H -2.24 1.05 -3.02  0.0939
H -2.03 2.68 -3.70  0.1219
H -1.29 2.72 1.07  0.1574
H 0.13 3.29 0.19  0.1643
H -0.59 1.79 2.83  0.1494
H 0.98 0.99 2.89  0.1696
H -2.16 -2.39 2.30  0.0961
H -2.79 -2.07 3.92  0.1163
H -1.21 -2.86 3.74  0.1238
H -0.43 0.48 4.85  0.1085
H -1.61 -0.69 5.40  0.1169
H -2.17 0.74 4.52  0.1214
C 2.21 0.64 -2.30  -0.0011
N 2.30 -0.04 -0.97  -0.2744
C 3.15 0.78 -0.06  -0.0074
C 2.88 -1.40 -1.11  -0.1218
C 1.89 -2.32 -1.80  -0.1215
N 0.59 -2.29 -1.08  -0.2704
C -0.55 -2.56 -2.02  -0.0033
C 0.59 -3.34 -0.01  -0.0128
H 3.22 0.71 -2.73  0.1304
H 1.82 1.64 -2.18  0.1073
H 1.57 0.09 -2.98  0.1003
H 4.16 0.85 -0.48  0.1259
H 3.21 0.32 0.92  0.1100
H 2.74 1.79 0.03  0.1009
H 3.12 -1.77 -0.11  0.1400
H 3.81 -1.36 -1.68  0.1610
H 2.29 -3.33 -1.82  0.1566
H 1.73 -2.02 -2.84  0.1343
H -0.43 -3.54 -2.47  0.1252
H -0.57 -1.80 -2.80  0.1029
H -1.49 -2.54 -1.47  0.1129
H 0.72 -4.31 -0.48  0.1253
H -0.35 -3.32 0.53  0.0920
H 1.41 -3.17 0.69  0.1095

Computed properties:
HOMO-LUMO gap ... 11.33 eV
F_max ... 0.0064 hartree/bohr
Total energy ... -2921.291146 Eh
Charge ... +3
LUMO energy ... -8.67 eV
2S+1 ... 1


The following is a quantum chemistry calculation of a cluster of 2 separate species, C3H4FN3S in total at a distorted geometry, from OMol25.

Each line ends with the Löwdin charge.
Atoms and positions in Å:
C 0.84 1.04 1.09  0.0262
C -0.22 0.41 1.50  -0.3387
C -0.78 -0.48 0.50  -0.6304
H 0.74 -1.60 -2.18  0.2619
H -1.50 -0.69 -1.81  0.1065
H 1.58 0.97 -0.98  0.1605
H 1.61 1.62 1.46  0.1146
N -0.32 -0.61 -1.87  -0.0144
N 0.09 -0.24 -0.59  -0.3155
N 1.08 0.55 -0.21  0.0399
F -0.85 0.43 2.65  0.0945
S -2.26 -1.39 0.43  0.4950

Computed properties:
HOMO-LUMO gap ... 7.19 eV
F_max ... 0.1282 hartree/bohr
Total energy ... -778.830122 Eh
LUMO energy ... -0.56 eV
Energy relative to the best compared isomer or geometry (same formula, charge and spin) ... 542.9 kJ/mol
2S+1 ... 1


The following is a quantum chemistry calculation of a structure of composition C5H13Cl2FeHf at a distorted geometry, from OMol25.

Each line ends with the Löwdin charge.
Atoms and positions in Å:
Fe 0.99 -0.09 -3.01  0.2634
Cl 1.48 2.00 -2.23  0.2230
C -0.68 0.06 -3.99  -0.2620
C 2.11 -0.95 -4.37  -0.2046
H -0.52 -0.60 -4.87  0.0020
H -1.58 -0.23 -3.43  -0.0057
H -0.77 1.10 -4.36  0.0128
H 1.45 -1.37 -5.14  0.0006
H 2.67 -1.73 -3.82  0.0066
H 2.79 -0.18 -4.78  0.0094
Hf 0.12 0.74 -0.78  0.9152
C -1.90 1.50 -0.92  -0.2965
C 0.35 -1.24 -1.59  -0.4294
H -2.43 1.06 -1.77  -0.0121
H -2.47 1.27 0.00  -0.0074
H -1.90 2.60 -1.06  -0.0028
H 1.23 -1.92 -1.39  -0.0079
H -0.41 -1.93 -2.05  0.0064
Cl 0.18 -0.14 1.74  0.4816
C 1.16 1.24 1.12  -0.7020
H 0.86 2.16 1.64  0.0047
H 2.23 1.03 1.21  0.0046

Computed properties:
HOMO-LUMO gap (spin up / spin down) ... 7.72 / 7.76 eV
F_max ... 0.0693 hartree/bohr
Total energy ... -2430.243806 Eh
LUMO energy (spin up / spin down) ... 0.43 / -1.18 eV
Energy relative to the best compared isomer or geometry (same formula, charge and spin) ... 0.0 kJ/mol
2S+1 ... 6
Expectation value of S² ... 8.78


The following is a quantum chemistry calculation of a structure of composition C12H31NbO6P, from OMol25.

Each line ends with the Löwdin charge.
Atoms and positions in Å:
C 0.93 0.50 1.21  -0.2054
C 2.19 0.51 0.35  -0.5410
P 2.86 -1.17 -0.02  0.6717
Nb 4.07 -2.29 1.93  0.4310
C 1.30 -2.07 -0.46  -0.5310
C 1.56 -3.29 -1.34  -0.2035
H 0.74 1.50 1.64  0.0571
H 1.03 -0.20 2.04  0.0283
H 0.04 0.24 0.64  0.0437
H 1.99 1.00 -0.61  0.0350
H 3.00 1.02 0.87  0.0476
H 5.70 -1.41 1.83  -0.2031
H 4.96 -3.77 1.22  -0.2160
H 2.80 -3.63 2.18  -0.1759
H 3.12 -1.03 2.93  -0.1639
H 4.43 -2.56 3.68  -0.1909
H 0.65 -1.35 -0.98  0.0605
H 0.77 -2.38 0.45  0.0355
H 2.30 -3.05 -2.11  0.0460
H 0.65 -3.63 -1.85  0.0569
H 1.94 -4.13 -0.76  0.0562
C -4.82 -1.20 1.66  -0.0690
C -3.64 -1.10 0.72  -0.2210
O -2.39 -1.11 1.43  0.0188
C -1.98 -2.31 1.85  -0.6200
O -2.55 -3.35 1.63  0.1113
O -0.83 -2.16 2.48  -0.0152
C -0.22 -3.37 2.97  -0.0351
H -4.79 -0.40 2.40  0.0792
H -5.75 -1.10 1.09  0.0760
H -4.83 -2.16 2.17  0.0738
H -3.63 -0.15 0.19  0.1187
H -3.64 -1.91 0.00  0.1216
H -0.11 -4.09 2.16  0.0901
H -0.83 -3.80 3.76  0.0933
H 0.76 -3.07 3.32  0.0559
C -1.05 3.54 -0.48  -0.0558
C -0.50 2.71 -1.62  -0.1982
O -0.96 3.18 -2.91  0.0410
C -0.34 4.26 -3.37  -0.6163
O 0.58 4.85 -2.86  0.1222
O -0.88 4.58 -4.55  -0.0029
C -0.30 5.73 -5.17  -0.0470
H -2.13 3.58 -0.53  0.0804
H -0.75 3.09 0.46  0.0686
H -0.65 4.56 -0.52  0.0761
H -0.88 1.69 -1.56  0.1207
H 0.59 2.68 -1.61  0.1143
H 0.78 5.61 -5.26  0.0946
H -0.51 6.62 -4.60  0.0952
H -0.77 5.78 -6.15  0.0901

Computed properties:
HOMO-LUMO gap ... 6.59 eV
F_max ... 0.0129 hartree/bohr
Total energy ... -1325.419626 Eh
Charge ... -1
LUMO energy ... 2.28 eV
2S+1 ... 1


The following is a quantum chemistry calculation of the molecule C5H12O2, from OMol25.

Each line ends with the Löwdin charge.
Atoms and positions in Å:
C 2.33 0.03 0.83  -0.1012
C 0.95 0.69 0.70  -0.1905
C -0.05 -0.37 0.22  -0.3563
O -0.32 -1.30 1.28  -0.0444
C -1.41 -0.08 -0.44  -0.3907
C -1.43 0.86 -1.63  -0.0395
O -1.80 -1.36 -0.94  -0.0485
H 2.28 -0.86 1.46  0.0742
H 2.68 -0.30 -0.16  0.0789
H 3.08 0.70 1.25  0.0720
H 0.63 1.10 1.67  0.1154
H 1.00 1.55 0.02  0.1125
H 0.42 -0.96 -0.58  0.1487
H -0.04 -0.90 2.12  0.0913
H -2.15 0.24 0.31  0.1460
H -0.51 0.80 -2.23  0.0836
H -2.26 0.56 -2.27  0.0827
H -1.59 1.91 -1.35  0.0797
H -1.66 -1.99 -0.21  0.0862

Computed properties:
HOMO-LUMO gap ... 10.86 eV
F_max ... 0.0077 hartree/bohr
Total energy ... -348.173501 Eh
LUMO energy ... 0.93 eV
Energy relative to the best compared isomer or geometry (same formula, charge and spin) ... 82.2 kJ/mol
2S+1 ... 1
SMILES ... CC[C@@H](O)[C@@H](C)O